1.
Molecular formula: C57H69F3N2O14S3
Method: DFT, wB97M-V/def2-TZVPD

Structure (SMILES): CCCCN(CCCC[C@@H]1[C@H](CCCCOC)[C@@H](NCC)OS(=O)(=O)[C@H]1CCC(F)=C(F)F)C(=S)SCCC.O=C1C=CC(=O)C=C1.O=C1C=CC(=O)C=C1.O=C1C=CC(=O)C=C1.O=C1C=CC(=O)C=C1.O=C1C=CC(=O)C=C1
LUMO energy (eV): -1.93
ΔE to the lowest compared entry with this formula, charge and spin (kJ/mol): 148.5
Gap between HOMO and LUMO (hartree): 0.2371
Charge: 0

The geometry in XYZ format:
```
148
Properties=species:S:1:pos:R:3:forces:R:3
C 3.35325 0.52995 6.16758 -0.2 -0.2 -0.1
C 2.85028 -0.94201 6.21461 1.1 0.4 -1.2
C 3.22139 -1.63168 4.87294 -0.2 -0.3 0.6
C 2.18953 -1.34658 3.79373 -0.7 -0.4 0.5
N 2.33021 -2.20213 2.58327 0.6 1.8 -0.3
C 1.36789 -1.66094 1.57239 0.4 -0.2 0.5
C 1.41920 -2.45483 0.27869 -0.6 -0.3 -0.7
C 0.57625 -1.86444 -0.88189 -0.6 0.5 0.8
C 0.42100 -0.31547 -0.84893 0.7 -0.9 -0.8
C 1.76534 0.46060 -0.93028 -0.6 -0.4 -0.4
C 1.68850 1.94247 -0.47806 0.5 0.5 -0.1
C 0.71716 2.21072 0.68688 -0.5 -0.9 0.1
C -0.77309 2.37648 0.30528 0.2 0.0 0.0
C -1.77142 1.76029 1.32403 -0.1 0.8 -0.6
C -2.62915 0.63029 0.73807 0.0 -0.5 0.4
O -4.01922 0.88044 0.89960 -0.1 0.1 0.1
C -4.72482 -0.29090 1.25479 0.2 -0.2 -0.2
C 1.41863 2.95023 -1.63903 0.0 0.4 2.2
N 1.29670 4.26389 -1.06419 -0.9 -0.7 -1.1
C 0.39443 5.16211 -1.81682 0.7 1.4 1.3
C -0.36473 6.06181 -0.80595 -0.1 -0.3 0.1
O 2.52109 3.03716 -2.59505 -0.3 -1.5 -0.5
S 3.37893 1.70421 -2.74863 1.7 -0.5 -1.0
O 3.88158 1.56998 -4.07715 -1.1 0.3 -1.1
O 4.45721 1.72401 -1.81685 -0.2 0.1 1.6
C 2.30658 0.29917 -2.39305 -0.3 0.2 1.2
C 3.19036 -0.94454 -2.58577 0.7 0.3 -0.8
C 3.03672 -1.62455 -3.96831 0.8 -0.4 -0.3
C 2.67069 -3.07358 -3.88071 0.0 1.5 -0.9
F 1.75516 -3.52529 -4.75565 -1.0 0.3 0.0
C 3.16323 -3.95027 -3.05674 -0.9 -0.2 -0.2
F 4.28498 -3.83883 -2.44380 1.2 0.3 1.4
F 2.50176 -5.03347 -2.75941 0.0 -1.5 0.1
C 3.65088 -1.95080 2.06908 1.0 -0.9 0.1
S 4.64954 -3.17640 1.72799 -0.1 0.0 0.2
S 4.23796 -0.26994 1.73620 -0.8 0.2 0.3
C 5.74300 0.00180 2.71542 0.9 0.5 -0.1
C 6.81488 0.68606 1.80467 -0.2 -0.6 -0.1
C 8.16656 -0.07530 1.79182 -0.8 0.5 -0.1
H 3.98982 0.68844 5.29248 -0.1 -0.1 0.0
H 2.54170 1.25490 6.08747 0.1 0.0 0.3
H 3.99623 0.74780 7.02263 -0.3 0.2 0.1
H 1.77498 -1.00401 6.36119 0.1 -0.1 0.4
H 3.43494 -1.44133 6.98917 -0.5 -0.2 0.2
H 3.27507 -2.71945 5.00003 -0.1 0.1 0.0
H 4.23174 -1.29668 4.62771 -0.1 -0.1 -0.3
H 1.21385 -1.61008 4.22642 0.1 0.0 -0.1
H 2.11929 -0.27667 3.54620 0.3 -0.1 -0.1
H 1.60310 -0.59436 1.46457 -0.2 -0.1 -0.3
H 0.38775 -1.71633 2.05849 0.0 -0.1 -0.3
H 2.43091 -2.65169 -0.08455 0.1 0.2 0.4
H 0.99539 -3.43786 0.50647 0.3 0.0 0.0
H -0.44070 -2.25791 -0.76111 0.0 0.1 -0.2
H 0.90441 -2.20994 -1.86381 0.2 -0.1 0.1
H -0.17399 -0.09786 0.03485 0.1 0.3 -0.1
H -0.14076 -0.07667 -1.76113 -0.4 0.3 0.4
H 2.49162 -0.06572 -0.30716 0.0 0.3 0.1
H 2.68673 2.20077 -0.10213 -0.1 -0.1 -0.1
H 0.77107 1.32846 1.34033 0.1 0.1 0.0
H 1.04908 3.03696 1.31224 0.1 0.1 -0.2
H -0.95947 1.91954 -0.67145 0.0 0.0 0.1
H -0.99239 3.43391 0.15604 0.0 0.0 0.1
H -1.24090 1.45733 2.23066 -0.1 -0.1 -0.1
H -2.46102 2.55739 1.61425 -0.1 -0.2 0.1
H -2.43082 0.46301 -0.32941 0.1 0.2 0.1
H -2.38997 -0.31572 1.24899 0.0 0.1 -0.1
H -4.51819 -1.10681 0.54646 0.1 0.0 0.2
H -4.42721 -0.58956 2.26889 -0.2 -0.2 -0.1
H -5.79989 -0.11930 1.21298 0.1 0.3 0.1
H 0.47703 2.65855 -2.11017 0.2 0.2 -0.5
H 2.21790 4.66660 -0.94250 -0.1 0.0 0.0
H -0.30007 4.62426 -2.45596 0.1 -0.2 0.1
H 1.02145 5.85449 -2.39345 -0.3 -0.3 -0.5
H -0.38061 5.57801 0.17397 0.0 -0.1 -0.1
H 0.15121 7.01207 -0.65428 -0.1 0.0 -0.1
H -1.40528 6.23229 -1.09285 0.2 0.2 -0.1
H 1.46679 0.25745 -3.09260 0.1 0.4 -0.1
H 3.08269 -1.68909 -1.80043 -0.3 0.3 0.1
H 4.22780 -0.60519 -2.52931 0.0 -0.2 0.3
H 4.00237 -1.57590 -4.48219 -0.1 0.3 -0.1
H 2.32739 -1.12488 -4.63124 -0.1 -0.1 0.2
H 6.12787 -0.90891 3.17710 -0.2 -0.2 -0.4
H 5.55647 0.69784 3.53638 -0.5 -0.2 0.0
H 6.91634 1.72129 2.13392 0.2 -0.1 -0.1
H 6.41492 0.72660 0.78857 0.1 0.0 0.1
H 8.57141 -0.09068 0.77925 0.2 0.1 0.1
H 7.97205 -1.10766 2.08456 0.3 0.0 0.1
H 8.86660 0.42099 2.46377 0.1 -0.4 0.0
O 0.35274 -0.35651 8.21816 0.0 0.0 0.1
C 0.51059 -1.18265 9.09206 0.0 0.0 0.0
C -0.60854 -2.04166 9.55449 -0.1 0.0 0.0
C -0.42661 -2.94512 10.51638 0.0 0.1 -0.1
C 0.89418 -3.13326 11.16326 0.0 -0.1 0.1
O 1.05705 -3.95818 12.03776 0.0 0.0 0.0
C 2.01086 -2.27342 10.69923 0.0 0.1 -0.1
C 1.83326 -1.37008 9.73893 0.1 0.0 0.0
H -1.57232 -1.89298 9.06916 0.4 0.1 0.1
H -1.22775 -3.58285 10.87053 0.0 0.0 0.0
H 2.96746 -2.42420 11.18342 0.0 0.0 0.0
H 2.63552 -0.73386 9.38644 0.0 0.0 0.0
O -6.89637 -5.55677 9.35824 0.0 0.0 0.0
C -6.05012 -4.74997 9.04165 -0.1 -0.1 0.0
C -5.27488 -4.00445 10.06509 0.1 0.1 0.0
C -4.34735 -3.11707 9.71622 0.0 0.0 0.0
C -4.04762 -2.83648 8.29106 0.0 0.1 0.0
O -3.19836 -2.02709 7.97348 -0.3 -0.1 -0.1
C -4.82067 -3.57981 7.26862 -0.1 0.0 0.0
C -5.74862 -4.46758 7.61612 0.0 0.0 -0.1
H -5.50759 -4.22338 11.09946 0.0 0.0 0.0
H -3.77268 -2.56247 10.44814 0.0 0.0 0.0
H -4.58717 -3.35992 6.23468 0.0 0.0 0.0
H -6.32333 -5.02116 6.88465 0.0 0.0 0.0
O -2.73590 6.60782 -8.31492 0.0 0.0 0.0
C -2.75442 6.20243 -7.17118 -0.1 0.0 -0.1
C -1.53825 5.64206 -6.53299 0.1 0.0 0.0
C -1.56123 5.19652 -5.28001 0.0 0.0 0.0
C -2.80349 5.24229 -4.46778 -0.1 0.0 0.1
O -2.82425 4.83686 -3.32280 0.1 0.0 0.0
C -4.01677 5.80166 -5.10655 0.0 0.1 0.0
C -3.99263 6.24738 -6.35904 0.0 0.1 0.2
H -0.64249 5.61749 -7.14062 0.0 0.0 0.0
H -0.68402 4.78374 -4.79770 0.0 0.0 0.0
H -4.91307 5.82492 -4.50015 0.0 0.0 0.0
H -4.86641 6.65963 -6.84255 0.0 0.0 0.0
O -1.74801 -6.77730 -7.33092 0.1 0.0 0.0
C -0.55273 -6.89313 -7.15875 -0.1 0.0 0.0
C 0.25631 -7.82602 -7.98221 0.1 0.0 0.0
C 1.56670 -7.95515 -7.79251 -0.1 0.0 -0.1
C 2.27509 -7.17060 -6.75055 0.1 0.0 0.0
O 3.47022 -7.28700 -6.57959 -0.1 0.0 0.0
C 1.46612 -6.23862 -5.92789 -0.1 -0.1 -0.1
C 0.15596 -6.11006 -6.11802 0.1 0.0 0.0
H -0.27807 -8.38861 -8.73725 0.0 0.0 0.0
H 2.17380 -8.63036 -8.38221 0.0 0.0 0.0
H 1.99662 -5.67851 -5.17535 0.0 -0.1 0.0
H -0.45023 -5.43447 -5.52771 0.0 0.0 0.0
O -5.46885 4.42473 -7.93780 -0.1 -0.1 0.0
C -6.29547 4.69436 -8.78549 0.1 0.0 0.0
C -5.94081 5.52425 -9.96177 0.0 0.1 -0.1
C -6.84521 5.82368 -10.89094 0.1 0.0 0.0
C -8.24415 5.33905 -10.78991 -0.1 0.0 -0.1
O -9.06763 5.61004 -11.63699 0.0 0.0 0.0
C -8.59702 4.50841 -9.61100 0.0 0.0 0.1
C -7.69282 4.20927 -8.68221 -0.1 0.0 0.0
H -4.91454 5.86799 -10.01668 0.0 0.0 0.1
H -6.60738 6.42848 -11.75668 0.0 0.0 0.0
H -9.62199 4.16466 -9.55381 0.0 0.0 0.0
H -7.92986 3.60464 -7.81583 0.0 0.0 0.0
```
Positions in Å, forces in eV/Å.

2.
Molecular formula: C57H76BN7O11PSScSi
Method: DFT, wB97M-V/def2-TZVPD

LUMO energy (eV): 3.90
ΔE to the lowest compared entry with this formula, charge and spin (kJ/mol): 266.4
Gap between HOMO and LUMO (hartree): 0.2280
Charge: -2

The geometry in XYZ format:
```
156
Properties=species:S:1:pos:R:3:forces:R:3
Sc 0.17274 0.64181 0.97820 -0.7 0.2 0.3
O 1.41404 0.70271 5.85270 0.3 0.0 0.5
C 1.18494 0.80321 4.64310 0.3 0.2 0.0
O 0.17204 0.47891 4.00050 0.0 -0.1 -0.1
C 2.28934 1.47311 3.80390 -0.4 -0.5 0.9
C 3.42574 1.97041 4.27320 -0.1 0.0 -0.1
C 4.18244 2.77831 3.25960 -0.1 -0.1 -0.1
C 4.31584 1.94031 2.03780 -0.3 -0.1 -0.2
C 3.14744 1.46771 1.60800 0.7 0.0 -0.5
N 1.98894 1.78111 2.41250 0.2 -0.4 -0.4
C 3.00084 0.64271 0.34750 1.8 0.7 0.1
O 3.97274 0.55931 -0.39720 -0.4 -0.1 0.1
O 1.86984 0.08821 0.18240 -0.1 -0.5 -0.3
H 3.75674 1.87451 5.29120 -0.2 -0.1 0.2
H 5.12504 3.18561 3.63000 -0.1 0.0 -0.1
H 5.25644 1.76111 1.54960 0.1 -0.1 -0.3
C -4.23896 -1.65819 3.53230 0.1 0.2 -0.1
C -2.80806 -1.63199 3.11340 0.2 -0.2 0.1
C -1.81786 -2.53229 3.43360 0.1 0.3 -0.2
C -0.64626 -2.02659 2.84430 -0.7 0.1 0.1
N -0.94206 -0.89939 2.18880 0.3 -0.5 0.0
N -2.24696 -0.66019 2.36230 -0.7 -0.1 0.3
B -2.95086 0.57231 1.77200 0.5 -0.1 -0.2
N -2.28016 1.85971 2.30990 -0.7 0.2 0.2
N -0.96296 2.06311 2.24790 0.4 0.6 0.1
C -0.67106 3.13521 2.98840 -0.8 -0.3 0.0
C -1.87036 3.64811 3.52330 0.1 -0.4 -0.2
C -2.86236 2.81231 3.06890 0.2 0.2 0.2
C -4.32336 2.92011 3.33640 0.1 -0.2 -0.1
C 0.65854 3.64551 3.28990 0.3 0.4 0.5
C 0.80144 4.45031 4.36320 -0.5 -0.5 -0.6
C 2.04344 5.06421 4.73480 0.7 0.3 -0.1
C 3.14294 4.87491 4.00870 -0.2 0.2 0.1
C 3.19064 3.93261 2.85530 0.2 0.1 -0.2
C 1.84294 3.28111 2.42690 -0.2 0.7 -0.4
N -2.86296 0.51231 0.23830 -0.8 -0.1 0.0
N -1.69066 0.45601 -0.41770 0.4 0.1 -0.2
C -1.96856 0.39651 -1.72280 -0.5 0.0 0.3
C -3.36296 0.38711 -1.90130 0.3 0.0 0.3
C -3.89276 0.45751 -0.63350 0.1 0.1 -0.2
C -5.33446 0.48561 -0.25230 0.2 0.0 0.2
C -0.99406 0.36961 -2.80650 0.4 -0.1 -0.2
C 0.27664 -0.16989 -2.63120 -0.2 0.1 0.1
C 1.16914 -0.20939 -3.68920 0.0 0.0 -0.2
C 0.81094 0.29351 -4.92850 0.2 0.0 0.0
C -0.44696 0.84811 -5.10710 -0.1 0.1 -0.1
C -1.34576 0.88271 -4.05690 0.0 -0.1 0.0
C 0.68974 -2.59059 2.99370 0.5 -0.1 0.1
C 1.82564 -1.86599 2.64160 -0.3 0.0 0.0
C 3.09404 -2.37979 2.82740 0.1 0.1 -0.1
C 3.26194 -3.63389 3.39350 0.1 0.1 0.0
C 2.14604 -4.35639 3.77660 0.0 -0.2 0.0
C 0.87634 -3.84889 3.56990 -0.1 0.2 -0.1
H -4.42246 -2.52079 4.16960 0.1 0.0 0.0
H -4.49126 -0.75709 4.08860 -0.1 0.1 0.1
H -4.90066 -1.71679 2.67030 -0.1 0.0 -0.1
H -1.93006 -3.42279 4.01770 0.0 -0.1 0.2
H -4.08796 0.57681 2.09680 -0.3 0.0 0.1
H -2.00596 4.51371 4.14110 0.0 0.1 0.1
H -4.51866 3.82871 3.90260 0.0 0.0 0.0
H -4.88436 2.95461 2.40490 -0.1 0.0 -0.1
H -4.67356 2.06441 3.90970 -0.1 -0.1 0.1
H -0.04846 4.66321 4.99170 -0.2 -0.1 0.0
H 2.05304 5.70531 5.60740 0.1 0.0 0.0
H 4.08344 5.34891 4.26220 0.0 0.1 0.1
H 3.63754 4.44711 1.99470 -0.1 -0.1 0.1
H 1.59264 3.57241 1.39850 0.1 -0.1 0.2
H -3.90656 0.31261 -2.82320 0.0 0.0 -0.1
H -5.94686 0.44791 -1.15210 0.0 0.0 0.0
H -5.58086 -0.36759 0.37820 -0.1 0.0 0.1
H -5.57266 1.39571 0.29710 -0.1 0.0 0.0
H 0.54404 -0.57419 -1.66320 0.1 -0.1 -0.2
H 2.14974 -0.63219 -3.53960 0.1 -0.1 0.0
H 1.50524 0.25411 -5.76030 0.0 0.0 0.0
H -0.73296 1.25681 -6.07040 0.0 0.0 0.0
H -2.31956 1.33041 -4.20220 0.0 0.1 0.1
H 1.68754 -0.88509 2.20870 0.3 -0.2 0.2
H 3.95484 -1.79689 2.52860 0.0 0.1 0.0
H 4.25384 -4.04229 3.54090 0.0 0.0 0.0
H 2.26414 -5.32309 4.25220 0.0 0.0 -0.1
H 0.02474 -4.44759 3.85400 -0.1 0.0 0.0
C -2.39926 -3.86559 -3.93220 0.3 0.0 0.0
C -0.89726 -3.81629 -4.23000 -0.3 -0.2 -0.8
C -0.62726 -2.84509 -5.38680 -0.1 -0.2 0.4
C -0.38096 -5.21459 -4.59020 -0.1 0.3 0.1
O -0.22196 -3.31419 -3.11570 0.1 0.2 0.0
Si 0.01854 -3.94929 -1.61980 -0.2 0.7 0.8
S -0.15056 -2.51729 -0.16620 0.1 -0.3 -0.6
O 1.40094 -4.86529 -1.67640 -0.2 -0.3 -0.1
C 2.73134 -4.42159 -1.64010 0.8 0.0 0.1
C 3.57504 -5.57349 -2.21590 -0.3 0.3 0.2
C 3.13414 -4.11679 -0.19490 -0.1 -0.1 -0.3
C 2.92094 -3.15919 -2.47950 -0.1 -0.3 0.1
O -1.10536 -5.15499 -1.47350 -0.2 0.1 -0.3
C -1.30476 -6.03249 -0.39830 -0.3 -0.7 0.4
C -0.55116 -5.63169 0.86790 -0.2 0.0 -0.2
C -0.82456 -7.41879 -0.85640 -0.1 0.3 0.1
C -2.81176 -6.03119 -0.10000 0.4 0.0 -0.1
H -2.95916 -4.24429 -4.78670 -0.1 0.0 -0.1
H -2.74076 -2.86469 -3.68070 -0.1 0.2 0.0
H -2.55246 -4.50419 -3.06850 -0.2 -0.1 0.0
H -1.14156 -3.17099 -6.29040 -0.1 0.0 -0.1
H 0.44164 -2.78949 -5.58040 0.1 0.0 0.0
H -0.96966 -1.85249 -5.10940 0.0 0.1 0.0
H -0.85806 -5.58329 -5.49840 -0.1 0.0 -0.1
H -0.58676 -5.88649 -3.76320 0.0 -0.2 0.0
H 0.69594 -5.17489 -4.73980 0.1 0.0 -0.1
H 3.39504 -6.48369 -1.64590 0.0 -0.1 0.1
H 4.63634 -5.33419 -2.17780 0.1 0.0 0.0
H 3.28654 -5.75579 -3.25010 0.0 0.0 -0.1
H 3.03744 -5.00029 0.43430 0.0 -0.1 0.1
H 2.46944 -3.34849 0.19330 0.0 0.1 0.1
H 4.15854 -3.75459 -0.15730 0.2 0.1 0.1
H 2.43124 -3.27989 -3.44260 0.0 0.0 -0.2
H 3.97934 -2.95199 -2.62390 0.1 0.1 0.0
H 2.45984 -2.32349 -1.96290 -0.1 0.3 0.0
H 0.51644 -5.62699 0.67700 0.2 0.0 0.1
H -0.77536 -6.32519 1.67650 0.0 -0.2 0.1
H -0.83156 -4.62279 1.15420 0.0 0.1 0.1
H 0.23054 -7.33819 -1.10520 0.1 -0.1 0.0
H -1.36836 -7.72629 -1.74830 -0.1 -0.1 -0.1
H -0.95976 -8.16439 -0.07450 0.0 -0.1 0.1
H -3.09286 -5.03009 0.21740 -0.1 0.1 0.1
H -3.05446 -6.74179 0.68820 0.0 -0.1 0.1
H -3.37386 -6.28199 -0.99800 -0.1 -0.1 -0.1
C 0.83144 4.51781 -3.87000 0.0 0.0 0.3
C 1.69464 4.23181 -2.63400 0.7 0.1 -1.0
C 2.14994 2.77961 -2.64440 -0.1 0.3 0.2
C 2.89914 5.18601 -2.63130 -0.4 -0.2 0.2
O 0.97064 4.51091 -1.44580 -0.8 -0.5 0.7
P -0.23276 3.49931 -0.93190 -0.3 1.4 -0.1
O -1.19786 3.21231 -2.01610 0.3 0.0 0.3
O 0.37644 2.37121 -0.14720 0.4 -0.1 0.0
O -0.84296 4.47201 0.22050 0.4 -0.8 -0.2
C -1.46156 5.72951 0.01430 -0.5 1.0 0.0
C -2.11986 5.85031 -1.35900 0.1 -0.2 0.2
C -2.52576 5.86221 1.11170 0.4 -0.1 -0.3
C -0.40886 6.83611 0.16760 -0.1 -0.4 0.0
H 1.36414 4.21861 -4.77070 0.1 0.0 -0.1
H 0.59514 5.58101 -3.93240 0.0 0.1 0.0
H -0.09116 3.95101 -3.79140 -0.1 -0.1 -0.1
H 2.74744 2.55671 -3.52550 0.0 0.0 -0.1
H 1.26964 2.14581 -2.63420 0.0 -0.2 -0.2
H 2.72974 2.55551 -1.75320 0.1 -0.1 0.1
H 3.45774 5.07971 -3.55900 0.1 0.0 -0.1
H 3.55314 4.96271 -1.79230 0.1 0.0 0.1
H 2.55494 6.21621 -2.54570 0.0 0.1 0.0
H -2.76966 4.99691 -1.52520 -0.1 0.0 -0.1
H -1.35466 5.83511 -2.12910 0.0 0.1 -0.2
H -2.69116 6.77791 -1.41900 0.0 0.1 0.0
H -3.26636 5.07631 0.99250 -0.1 -0.1 0.0
H -3.01436 6.83431 1.06320 0.0 0.1 -0.1
H -2.05626 5.73901 2.08260 0.0 0.0 0.1
H 0.38444 6.65881 -0.55260 0.1 0.1 -0.1
H 0.01784 6.80941 1.16780 0.1 0.0 0.1
H -0.85566 7.81461 -0.01080 0.0 0.1 0.0
```
Positions in Å, forces in eV/Å.